# 1
ORCA calculation (ωB97M-V with the def2-TZVPD basis set) on a cluster of 13 separate species, C36H107N9O13 in total.

Properties
- Total charge: 0
- Relative energy (zero: lowest compared OMol25 entry of this formula, charge and spin): 49.16 kcal/mol
- F_max: 3.6 eV Å⁻¹
- Orbital gap: 9.059 eV
- Energy: -2906.47774 hartree

The geometry in XYZ format:
```
165
Properties=species:S:1:pos:R:3:forces:R:3
C 1.9875 -1.9815 -6.9271 0.61 0.11 -0.26
C 0.7989 -2.0919 -5.9279 0.71 0.49 0.65
C 0.3265 -0.6631 -5.7427 0.13 -0.04 0.99
O -0.2771 -0.3480 -4.4801 0.19 -0.59 -0.90
C -0.8629 0.9237 -4.5492 0.25 0.47 -0.30
N -0.2545 -3.0077 -6.3773 0.23 0.46 0.35
H 1.6785 -1.6181 -7.9347 -0.15 -0.37 0.62
H 2.4563 -2.9574 -7.0420 -0.06 -0.16 -0.21
H 2.8313 -1.2939 -6.6528 -0.91 -0.49 0.30
H 1.1309 -2.4957 -4.9387 0.04 0.38 -0.83
H -0.3446 -0.4212 -6.5380 -0.89 0.18 -0.72
H 1.1791 -0.0140 -5.8990 0.36 0.34 0.20
H -0.1596 1.7520 -4.5060 0.65 -0.07 0.12
H -1.5053 1.0448 -3.7018 -0.63 -0.03 0.36
H -1.3717 1.0979 -5.5014 -0.50 -0.30 0.09
H -0.7197 -2.6525 -7.2011 0.08 0.01 -0.27
H 0.2376 -3.8523 -6.6210 -0.33 -0.49 -0.20
C 1.6123 4.7977 0.4047 -2.29 -0.32 2.27
C 0.6796 5.7936 1.3336 0.76 -0.15 -3.17
C -0.8269 5.4084 1.3040 1.48 -0.45 0.97
O -1.3922 5.5998 0.0441 -0.35 -0.40 -0.79
C -2.6117 4.8525 -0.0787 -0.48 0.73 1.07
N 1.1525 5.7926 2.6907 1.35 -1.97 -0.81
H 1.7697 3.8725 1.0042 -0.26 0.40 -0.29
H 2.5864 5.2196 0.3094 0.62 0.52 -0.61
H 1.1087 4.4922 -0.5341 0.47 0.59 0.56
H 0.8099 6.8154 0.8392 -0.46 -1.01 0.47
H -1.2853 6.1078 2.0368 -0.28 -0.68 -0.08
H -0.8978 4.3159 1.6282 -0.13 1.30 -0.14
H -3.2510 5.2620 -0.8729 0.53 0.02 0.07
H -3.1617 5.0061 0.8900 0.19 -0.58 -0.88
H -2.4306 3.7866 -0.2720 0.02 0.20 0.22
H 2.1236 6.0542 2.7258 0.52 -0.25 -0.21
H 0.7460 6.4885 3.2108 -1.69 1.92 1.51
C 0.6218 -6.2289 -1.6907 1.94 -1.21 0.27
C 1.6267 -5.6139 -2.6424 -1.39 0.47 -1.53
C 1.7242 -4.1736 -2.3176 0.72 1.14 1.39
O 2.5994 -3.5784 -3.2384 0.67 0.90 0.06
C 2.8805 -2.1887 -2.9623 -0.74 -1.21 -1.03
N 2.9589 -6.2390 -2.6009 -0.51 1.19 -0.12
H 0.6663 -7.3374 -1.8486 -0.46 0.83 0.52
H -0.3134 -5.8128 -1.9221 -1.51 0.21 -0.30
H 0.8837 -5.9313 -0.6587 -0.07 -0.55 -0.30
H 1.1597 -5.6291 -3.6912 0.70 -0.33 1.04
H 2.1283 -4.1171 -1.2584 -0.23 0.24 -0.93
H 0.7795 -3.6125 -2.3526 -0.20 -0.56 0.06
H 3.4948 -1.9064 -3.7931 0.03 0.57 -0.72
H 3.5250 -2.0590 -2.1232 0.05 0.00 1.23
H 1.9335 -1.6170 -2.9187 0.55 -0.04 0.09
H 2.7536 -7.1457 -2.9444 0.47 -1.27 -0.34
H 3.5148 -5.7538 -3.3185 -0.12 -0.35 0.50
C -2.1482 -0.5085 3.3546 0.11 0.53 -0.13
C -3.5897 -0.6340 3.7799 0.98 -1.22 1.14
C -3.7219 -1.4816 5.0781 -2.51 0.53 -0.60
O -3.3715 -0.8393 6.2427 1.00 2.35 -0.77
C -3.4515 -1.5908 7.3675 -0.35 -0.70 2.00
N -4.1644 0.6465 3.8668 0.26 2.55 0.59
H -2.0395 -0.2198 2.3037 -0.06 0.07 0.19
H -1.6845 -1.4549 3.4991 0.54 -0.79 -0.06
H -1.6204 0.2080 3.9903 -0.01 0.06 -0.07
H -4.1220 -1.1918 3.0469 -0.42 -0.59 -0.79
H -3.2147 -2.4155 5.0428 0.52 -1.08 -0.50
H -4.8238 -1.6441 5.1699 0.35 -0.52 -0.22
H -2.9511 -2.5537 7.2569 0.67 0.00 0.16
H -4.4678 -1.9048 7.6587 -0.29 0.40 -0.30
H -3.0696 -0.9687 8.2054 0.04 -0.69 -0.48
H -5.1584 0.7298 3.8884 -0.66 -0.54 0.32
H -3.7789 1.1536 4.6782 -0.37 -0.26 -0.60
C -4.0151 -0.9552 -2.2589 -0.66 1.29 0.13
C -4.6805 -0.3195 -0.9894 0.49 -1.30 -0.42
C -6.0721 -0.8848 -0.7701 -0.21 0.42 -1.19
O -7.0303 -0.3002 -1.6772 0.67 -0.10 0.16
C -8.2910 -0.9174 -1.7607 -0.16 -0.45 0.05
N -3.9579 -0.6878 0.2338 2.43 -0.04 0.32
H -3.6080 -1.9302 -2.1073 -0.15 -0.99 0.65
H -3.1366 -0.3817 -2.5650 -0.23 0.32 -0.19
H -4.7541 -1.0340 -3.0781 0.44 0.25 0.29
H -4.7508 0.7409 -1.0894 0.05 0.91 -0.24
H -6.3402 -0.7497 0.2572 -0.49 0.36 0.69
H -5.9030 -1.9341 -0.9126 -0.59 -1.01 -0.26
H -8.4107 -1.6180 -2.5870 0.73 -0.60 -0.05
H -9.0653 -0.2134 -2.0415 0.02 0.75 0.54
H -8.5422 -1.4294 -0.8270 -0.17 0.10 -0.04
H -2.9700 -1.0281 0.0421 -1.65 0.46 -0.03
H -3.7692 0.1421 0.8121 -0.50 -0.30 -0.31
C 1.9704 -1.8434 5.2114 -0.14 1.36 1.06
C 0.9941 -2.9119 5.6730 -0.45 0.27 -0.44
C 0.2947 -3.4218 4.4042 -0.27 0.03 0.92
O -0.6593 -4.4051 4.7742 -0.12 0.14 0.68
C -0.9687 -5.3521 3.7945 0.65 0.61 -2.30
N 1.6580 -3.9638 6.4316 -0.17 -1.17 -0.43
H 2.5250 -1.4252 6.0893 -0.34 -0.34 -0.74
H 1.3992 -1.0140 4.7497 0.21 -0.27 0.31
H 2.6678 -2.1393 4.4479 0.39 -0.55 -0.26
H 0.2877 -2.4266 6.3526 -0.25 -0.08 -0.17
H 1.0435 -3.9608 3.8678 0.83 -0.03 -0.99
H -0.0961 -2.5586 3.8090 0.03 -0.90 0.30
H -1.6265 -6.0934 4.2166 -0.24 -0.15 0.21
H -0.0494 -5.9116 3.3258 -1.34 1.13 0.91
H -1.5045 -4.7832 2.9593 0.57 -1.11 0.63
H 2.4248 -4.2545 5.8362 0.52 -0.08 0.14
H 1.0758 -4.8313 6.4455 0.20 1.15 0.14
C 2.9567 1.3439 2.6530 -1.39 1.80 -0.33
C 3.9644 2.0022 3.6251 -1.46 -1.41 1.36
C 5.2502 2.5137 3.0684 0.18 -0.17 0.22
O 5.7280 1.6769 2.0920 -1.15 -2.05 -1.08
C 6.6411 2.2602 1.2703 1.37 1.90 0.21
N 3.4583 3.0746 4.4834 0.74 0.33 -1.43
H 3.3589 0.4061 2.3568 0.12 -0.86 -0.44
H 2.7606 1.9733 1.7665 0.22 -0.24 0.04
H 1.9054 1.1776 3.0782 1.64 0.20 -0.04
H 4.0488 1.1353 4.2712 1.21 -0.03 0.58
H 6.0455 2.5730 3.8002 -0.09 0.42 0.82
H 5.1008 3.4989 2.6463 -0.25 0.63 -0.11
H 6.9253 1.5718 0.5124 0.06 -0.54 -0.86
H 7.5695 2.4529 1.8664 -0.37 0.38 -0.54
H 6.2441 3.2270 0.8218 0.56 -0.96 0.36
H 2.7293 2.7043 5.0307 -1.08 -0.41 0.91
H 3.0093 3.6610 3.7985 -0.47 0.93 0.21
C 0.0889 4.1358 -3.1301 -0.42 -0.70 0.69
C 0.7975 5.4687 -3.0078 -0.83 1.14 -1.09
C 1.3220 5.8162 -4.4281 1.37 -0.58 1.12
O 2.2162 6.9279 -4.2954 0.13 0.01 -1.33
C 2.5481 7.5400 -5.5694 -1.13 -0.34 0.80
N -0.1423 6.5431 -2.6976 1.84 0.50 -3.07
H -0.3152 3.7622 -2.1712 -0.20 0.49 -0.33
H 0.8156 3.3882 -3.3698 0.73 -0.55 -0.29
H -0.6880 4.0409 -3.9177 0.31 0.62 0.54
H 1.6404 5.4415 -2.2819 -0.26 -0.27 -0.63
H 0.5016 6.0986 -5.0869 -0.20 -0.24 -0.01
H 1.8626 4.8983 -4.7884 -0.27 0.83 -0.16
H 3.1516 6.9279 -6.2389 0.11 -0.32 0.22
H 3.0547 8.4559 -5.3456 0.50 0.41 0.19
H 1.6287 7.8233 -6.1017 0.03 -0.19 0.05
H 0.2822 7.4552 -2.8544 -0.25 -0.35 0.37
H -0.6903 6.4799 -1.9236 -1.40 -0.32 2.83
C -0.2969 -2.9354 0.4999 1.68 0.68 1.13
C 0.8601 -1.9096 0.1673 -0.19 -1.74 -0.82
C 0.4886 -0.4713 0.3948 -0.96 1.08 0.19
O -0.7589 -0.1123 -0.2513 0.39 -0.51 -0.56
C -1.0916 1.2639 -0.2621 -1.10 0.05 1.18
N 2.0836 -2.2585 0.9637 -1.03 -0.95 -0.45
H -1.1767 -2.8605 -0.1082 -0.23 0.11 -0.64
H -0.5952 -2.6637 1.5173 -0.14 -0.32 0.08
H 0.0888 -3.9793 0.5285 -0.24 0.72 -0.18
H 1.0485 -1.9755 -0.9235 -0.01 -0.07 0.42
H 1.2687 0.1244 -0.0898 0.19 0.31 0.52
H 0.3466 -0.2469 1.4707 0.52 0.00 -0.28
H -2.0976 1.3683 -0.7619 1.15 -0.16 0.28
H -0.3608 1.9644 -0.6906 0.12 -0.51 -0.28
H -1.2494 1.6024 0.7934 0.08 -0.05 -0.51
H 2.3918 -3.2191 0.7239 -0.69 0.46 0.32
H 2.9018 -1.7452 0.6880 0.05 0.80 -0.12
O -4.7690 2.4282 1.3761 0.26 -0.75 1.23
H -5.7044 2.6105 1.3024 -0.35 0.12 -0.20
H -4.6971 1.9271 2.2392 0.35 0.54 -1.07
O 3.5113 -5.6794 0.2885 0.01 -0.07 0.54
H 3.4375 -5.9444 -0.6360 0.00 -0.07 -0.67
H 3.5417 -6.5181 0.7633 0.01 0.18 0.05
O 4.6250 -0.9497 0.6271 0.15 -0.92 -0.38
H 4.8300 -0.0358 0.7521 0.28 1.11 0.36
H 5.4667 -1.4142 0.6830 -0.07 0.01 0.04
O -1.6911 -3.5372 -3.6621 -0.37 0.72 1.39
H -1.9249 -2.7513 -3.1165 0.35 -0.84 -0.48
H -1.8087 -3.2138 -4.5503 0.31 0.09 -0.86
```
Positions in Å, forces in eV/Å.

=====

# 2
ORCA calculation (ωB97M-V with the def2-TZVPD basis set) on a cluster of 2 separate species, C34H42NO4 in total.

Properties
- Total charge: -1
- Relative energy (zero: lowest compared OMol25 entry of this formula, charge and spin): 0.00 kcal/mol
- F_max: 3.4 eV Å⁻¹
- Orbital gap: 3.620 eV
- Energy: -1676.49298 hartree

The geometry in XYZ format:
```
81
Properties=species:S:1:pos:R:3:forces:R:3
C -5.4006 -1.7685 4.0603 0.22 -0.41 -0.66
O -5.1457 -2.7318 3.0068 -0.08 0.51 0.35
C -4.0994 -2.5216 2.1640 0.81 0.39 -0.21
C -3.8691 -3.5112 1.1720 -0.56 0.48 0.93
C -2.7760 -3.4198 0.3506 1.01 0.66 -0.13
C -1.8255 -2.3676 0.4980 -1.51 0.26 1.12
C -0.6328 -2.3211 -0.2854 2.59 0.42 0.42
C 0.6206 -1.8744 0.1851 -2.05 -0.79 -0.78
C 1.7143 -1.7277 -0.7334 1.07 0.00 -0.27
C 2.9629 -1.3444 -0.3325 -0.43 -0.25 -0.68
C 4.1688 -1.2157 -1.2929 -0.19 0.06 0.14
C 4.7429 0.2066 -1.2484 -0.06 0.19 0.18
C 3.7729 -1.5169 -2.7346 -0.12 -0.01 -0.06
C 5.2727 -2.2025 -0.8889 -0.05 -0.10 0.22
C 3.1824 -1.0259 1.0880 1.50 0.80 0.47
O 4.2928 -0.5841 1.4733 -1.29 -0.85 -0.37
C 2.0918 -1.2238 2.0521 -0.90 -0.26 0.14
C 2.3803 -0.9747 3.5519 0.00 -0.09 -0.24
C 3.4402 -1.9639 4.0558 0.09 -0.11 -0.15
C 1.1321 -1.1588 4.4110 -0.12 -0.04 -0.01
C 2.8900 0.4552 3.7777 0.06 0.15 -0.19
C 0.8785 -1.6416 1.5799 0.62 0.46 1.04
C -2.1216 -1.3393 1.4402 0.40 -0.57 -0.52
C -3.2338 -1.4005 2.2593 -0.79 -0.80 0.28
H -6.2700 -2.1752 4.5756 0.11 0.16 0.02
H -4.5491 -1.6886 4.7543 -0.21 -0.10 -0.26
H -5.6311 -0.7756 3.6444 0.05 -0.31 0.09
H -4.5621 -4.3493 1.1175 0.14 0.20 -0.04
H -2.5838 -4.1872 -0.3979 -0.10 0.13 0.12
H -0.6742 -2.7429 -1.2903 0.01 0.33 0.03
H 1.5038 -1.9391 -1.7860 0.08 0.11 0.35
H 5.0692 0.4428 -0.2322 -0.02 0.06 -0.35
H 5.5993 0.2806 -1.9296 -0.14 0.01 0.03
H 3.9781 0.9285 -1.5563 0.14 -0.02 0.00
H 3.4026 -2.5428 -2.8325 -0.02 0.11 -0.09
H 3.0064 -0.8166 -3.0841 0.05 -0.16 -0.03
H 4.6510 -1.4105 -3.3834 -0.13 -0.02 0.12
H 4.9002 -3.2317 -0.9484 0.10 0.07 0.01
H 6.1261 -2.0977 -1.5698 -0.11 -0.04 0.08
H 5.6088 -2.0010 0.1317 -0.01 -0.09 -0.17
H 4.3761 -1.8359 3.5052 -0.13 -0.07 0.12
H 3.6259 -1.7912 5.1235 0.00 -0.04 -0.15
H 3.0827 -2.9924 3.9270 0.11 0.08 0.05
H 0.3497 -0.4465 4.1253 0.00 -0.15 0.04
H 0.7462 -2.1814 4.3359 -0.07 0.13 0.03
H 1.3871 -0.9738 5.4622 -0.03 -0.03 -0.19
H 2.1298 1.1770 3.4573 0.13 -0.01 0.07
H 3.0928 0.6064 4.8455 -0.07 0.00 -0.13
H 3.8076 0.6229 3.2074 -0.25 0.06 0.21
H 0.0715 -1.8352 2.2904 0.35 0.03 -0.32
H -1.4514 -0.4815 1.5254 -0.29 -0.23 -0.19
H -3.4235 -0.6189 3.0045 0.13 -0.32 -0.47
C 0.7578 2.4172 -5.9324 0.29 -0.01 -0.17
C -0.4475 1.5697 -5.6149 -0.07 -0.08 0.77
O -0.6333 1.5364 -4.1729 0.57 0.30 -1.40
C -1.3131 0.4643 -3.7429 -1.84 -0.56 2.76
C -2.1000 0.6850 -2.4785 1.58 -0.26 -1.94
C -2.9867 -0.4138 -2.0684 -0.31 -0.51 0.20
N -2.0405 1.8586 -1.9292 0.23 1.37 -0.09
C -2.7446 2.3472 -0.9457 -0.60 -0.88 0.52
C -2.6290 3.7285 -0.5547 -0.01 -0.19 -0.08
C -3.5089 4.3152 0.3919 0.52 0.13 -0.34
C -3.3866 5.6661 0.7015 0.33 -0.05 -0.22
C -2.3891 6.4428 0.0905 -0.01 0.11 0.02
C -1.5120 5.8644 -0.8428 -0.37 -0.49 0.18
C -1.6325 4.5130 -1.1673 0.08 0.87 0.24
O -1.3417 -0.6187 -4.3165 0.43 0.08 -0.78
H 0.7591 2.6336 -7.0040 0.05 0.05 0.01
H 0.7757 3.3661 -5.3890 -0.14 -0.16 -0.01
H 1.6792 1.8677 -5.7111 -0.11 0.14 0.08
H -1.3675 1.9977 -6.0362 0.16 -0.09 -0.02
H -0.3119 0.5479 -5.9865 -0.15 0.23 0.06
H -2.6456 -1.3142 -2.5884 -0.27 -0.03 0.21
H -2.9473 -0.5666 -0.9822 -0.22 0.00 -0.18
H -4.0300 -0.2105 -2.3620 0.01 -0.13 0.18
H -3.4787 1.7254 -0.4070 0.00 0.14 -0.08
H -4.2743 3.6917 0.8582 0.16 0.18 -0.12
H -4.0659 6.1223 1.4234 0.16 -0.07 -0.15
H -2.2921 7.5001 0.3421 -0.05 -0.24 -0.05
H -0.7315 6.4618 -1.3158 -0.19 -0.05 0.14
H -0.9703 4.0318 -1.8916 -0.27 0.17 0.26
```
Positions in Å, forces in eV/Å.

=====

# 3
ORCA calculation (ωB97M-V with the def2-TZVPD basis set) on the molecule C7H9P.

Properties
- Total charge: 0
- Relative energy (zero: lowest compared OMol25 entry of this formula, charge and spin): 171.45 kcal/mol
- F_max: 4.2 eV Å⁻¹
- Orbital gap (spin up / spin down): 6.022 / 6.133 eV
- Energy: -613.15552 hartree

The geometry in XYZ format:
```
17
Properties=species:S:1:pos:R:3:forces:R:3
C -1.4190 0.2339 -1.0364 0.91 0.06 0.46
C -2.5119 -0.3087 -0.9508 0.01 0.37 -0.38
C -0.1991 0.8616 -1.1262 -0.23 -1.28 0.66
C 2.1236 0.3058 1.2764 -1.00 -0.88 -1.52
C -3.8948 -0.7017 -1.0033 -2.43 0.71 0.61
C 1.7398 -0.7904 2.1990 0.50 -0.90 -1.59
C 2.4037 1.9650 -0.9733 -3.99 0.30 -1.13
P 1.3156 0.5251 -0.3060 1.17 2.68 -0.62
H -4.6403 0.2227 -1.1126 1.67 -1.97 -0.41
H -4.1287 -1.5660 -1.6599 0.33 0.99 -0.36
H -4.2377 -1.1416 -0.0630 0.34 0.15 0.39
H 0.7267 -0.6979 2.4909 -1.43 -0.23 0.18
H 2.3079 -0.7063 3.0858 0.88 -0.26 0.94
H 1.9055 -1.8213 1.6912 -0.28 1.63 0.87
H 2.8288 1.7990 -1.9389 0.10 -0.48 -0.69
H 3.1308 1.9167 -0.2654 2.26 0.76 1.98
H 1.7803 2.9388 -1.0658 1.20 -1.64 0.59
```
Positions in Å, forces in eV/Å.

=====

# 4
ORCA calculation (ωB97M-V with the def2-TZVPD basis set) on a structure of composition C3H2BaO3.

Properties
- Total charge: +1
- Relative energy (zero: lowest compared OMol25 entry of this formula, charge and spin): 0.00 kcal/mol
- ⟨S²⟩: 0.754
- F_max: 2.2 eV Å⁻¹
- Orbital gap (spin up / spin down): 7.010 / 7.217 eV
- Energy: -366.42488 hartree
- 2S+1: 2

The geometry in XYZ format:
```
9
Properties=species:S:1:pos:R:3:forces:R:3
O 0.6844 0.1079 1.3679 -0.71 -0.87 -0.26
C -0.5480 0.3513 1.5945 -0.49 0.85 1.95
C 1.2322 0.2214 0.0595 0.71 0.70 -1.14
O -1.6660 -0.0359 1.3122 1.35 0.39 0.42
O -0.6364 -0.5511 -1.1542 -1.03 -0.67 0.22
C 0.5110 0.0636 -1.0600 -0.15 0.84 0.06
Ba -2.5711 -1.5174 -0.2866 0.02 -0.47 -1.29
H 2.2171 0.6756 0.0919 -0.40 0.00 0.11
H 0.7767 0.6847 -1.9252 0.70 -0.78 -0.06
```
Positions in Å, forces in eV/Å.